Formula: C5H7BrO
Source: the OMol25 dataset
Level of theory: the ωB97M-V functional and the def2-TZVPD basis

Bonds (Å) are listed after each position.
Element x y z (Å)
1 Br -2.468 0.096 0.093  C6 1.930
2 O 1.549 0.943 -0.172  C5 1.376, H11 1.060
3 C -0.314 2.450 0.053  C5 1.521, H8 1.022, H9 1.064, H10 1.106
4 C -0.064 -1.602 -0.110  C6 1.642, C7 1.330, H14 1.026
5 C 0.176 1.019 -0.104  O2 1.376, C3 1.521, C6 1.301
6 C -0.568 -0.042 -0.213  Br1 1.930, C4 1.642, C5 1.301
7 C -0.600 -2.794 0.132  C4 1.330, H12 1.050, H13 1.082
8 H 0.344 2.997 0.611  C3 1.022
9 H -0.480 2.908 -0.893  C3 1.064
10 H -1.281 2.353 0.581  C3 1.106
11 H 1.897 0.085 -0.687  O2 1.060
12 H -1.636 -2.972 0.124  C7 1.050
13 H 0.016 -3.678 0.223  C7 1.082
14 H 0.950 -1.460 -0.050  C4 1.026

Calculated values
Strongest force on any atom = 6.0 eV/Å
Charge = 0
SMILES = C=C/C(Br)=C(/C)O
Relative energy (zero: lowest compared OMol25 entry of this formula, charge and spin) = 32.0 kcal/mol
LUMO energy = 0.55 eV
HOMO = -0.3214 hartree
Total energy = -77386.1297 eV

Here is what Löwdin gives for the atomic charges, in e: number 1, Br, carries 0.72; number 2, O, carries 0.00; number 3, C, carries -0.02; number 4, C, carries -0.15; number 5, C, carries -0.46; number 6, C, carries -0.55; number 7, C, carries 0.00; number 8, H, carries 0.05; number 9, H, carries 0.08; number 10, H, carries 0.04; number 11, H, carries 0.17; number 12, H, carries 0.03; number 13, H, carries 0.06; number 14, H, carries 0.03